1.
Below is a 2-piece molecular cluster, C7H10 overall, with properties calculated with ωB97M-V/def2-TZVPD.

Computed properties:
Total energy (a.u.): -272.7180
HOMO-LUMO gap (eV): 10.49
Highest occupied orbital energy (eV): -9.4
Structure (SMILES): c1ccccc1.C
F_max (eV/A): 0.53

The geometry in ORCA input format:
```
! wB97M-V def2-TZVPD RIJCOSX def2/J DEFGRID3
* xyz 0 1
C -0.431 -0.292 -1.794
C -0.255 1.063 -1.514
C 0.842 1.484 -0.761
C 1.762 0.548 -0.286
C 1.586 -0.808 -0.566
C 0.489 -1.228 -1.319
H -1.294 -0.623 -2.387
H -0.979 1.800 -1.888
H 0.981 2.550 -0.541
H 2.625 0.878 0.307
H 2.310 -1.544 -0.193
H 0.350 -2.295 -1.539
C -1.597 -0.307 2.496
H -1.720 0.714 2.105
H -0.535 -0.491 2.716
H -1.947 -1.031 1.746
H -2.188 -0.419 3.418
*
```



2.
Below is C7H10BF4NY as an isolated structure, with properties calculated with ωB97M-V/def2-TZVPD.

Computed properties:
Total energy (a.u.): -790.4532
HOMO-LUMO gap (eV): 7.42
Highest occupied orbital energy (eV): -4.1
F_max (eV/A): 3.43

The geometry in ORCA input format:
```
! wB97M-V def2-TZVPD RIJCOSX def2/J DEFGRID3
* xyz -1 1
C -0.484 1.013 -2.086
C 0.926 1.167 -1.867
C 1.104 2.085 -0.779
C -0.190 2.498 -0.335
C -1.171 1.835 -1.134
Y 0.023 -0.016 0.189
N -1.416 -1.506 -0.204
C -0.325 -2.397 -0.663
C 1.108 -1.913 -0.666
H 2.063 2.443 -0.408
H 1.715 0.721 -2.465
H -0.392 3.213 0.463
H -2.252 1.965 -1.077
H -0.943 0.408 -2.867
H 1.392 -1.764 -1.716
H -0.421 -3.309 -0.024
H -2.342 -1.874 -0.434
H 1.704 -2.714 -0.215
H -0.640 -2.741 -1.664
F 0.413 0.702 2.236
B 0.087 0.134 3.720
F 0.050 -1.251 3.532
F 1.135 0.625 4.464
F -1.147 0.676 3.999
*
```



3.
Below is the molecule C7H10BN, with properties calculated with ωB97M-V/def2-TZVPD.

Computed properties:
Total energy (a.u.): -352.1561
HOMO-LUMO gap (alpha / beta) (eV): 8.31 / 6.43
Highest occupied orbital energy (alpha / beta) (eV): -8.0 / -7.0
F_max (eV/A): 4.72

The geometry in ORCA input format:
```
! wB97M-V def2-TZVPD RIJCOSX def2/J DEFGRID3
* xyz 0 1
B 1.125 1.213 0.773
C 2.453 1.483 0.027
C 2.693 0.321 -0.592
C -2.279 0.255 -0.539
C -1.525 -0.831 -0.239
C -2.235 1.570 -0.160
C 1.638 -0.735 -0.284
C -0.541 -0.867 0.845
N 0.651 -0.036 0.541
H 3.055 2.330 -0.067
H 3.476 -0.064 -1.325
H -2.886 0.110 -1.429
H -1.878 -1.656 -0.852
H -1.689 1.989 0.838
H -3.117 2.233 -0.370
H 1.141 -1.142 -1.178
H 1.890 -1.589 0.220
H -1.067 -0.687 1.822
H -0.183 -1.943 1.020
*
```



4.
Below is C7H10BiIN as an isolated structure, with properties calculated with ωB97M-V/def2-TZVPD.

Computed properties:
Total energy (a.u.): -839.7301
HOMO-LUMO gap (eV): 5.21
Highest occupied orbital energy (eV): -2.3
F_max (eV/A): 3.40

The geometry in ORCA input format:
```
! wB97M-V def2-TZVPD RIJCOSX def2/J DEFGRID3
* xyz -1 1
C -0.905 1.152 -2.056
C 0.471 1.047 -2.379
C 1.219 1.774 -1.420
C 0.280 2.365 -0.487
C -1.037 1.905 -0.865
Bi 0.864 0.183 0.913
N -0.738 -1.222 0.512
C -0.306 -2.465 -0.109
C 0.949 -2.234 -0.866
H 2.282 2.006 -1.493
H 0.871 0.562 -3.269
H 0.498 3.139 0.244
H -1.981 2.240 -0.427
H -1.724 0.699 -2.630
H 0.870 -1.946 -1.913
H -1.098 -2.849 -0.763
H -1.697 -1.173 0.832
H 1.907 -2.585 -0.464
H 0.003 -3.179 0.680
I -0.157 0.899 3.450
*
```



5.
Below is a 2-piece molecular cluster, C7H10ClN3OS2 overall, with properties calculated with ωB97M-V/def2-TZVPD.

Computed properties:
Total energy (a.u.): -1768.5486
HOMO-LUMO gap (alpha / beta) (eV): 7.00 / 7.62
Highest occupied orbital energy (alpha / beta) (eV): -8.7 / -9.3
F_max (eV/A): 4.72

The geometry in ORCA input format:
```
! wB97M-V def2-TZVPD RIJCOSX def2/J DEFGRID3
* xyz 0 1
C -2.396 -1.274 0.169
C -3.673 -0.930 -0.429
C -1.738 -0.256 0.655
C -3.977 0.383 -0.156
C 1.489 -0.722 -0.475
C 2.107 -1.018 -1.844
C 1.838 1.765 -0.534
N 1.887 -0.687 2.632
N 1.044 1.610 2.643
N 1.627 0.490 0.099
O 1.116 -1.688 0.204
S -2.746 1.142 0.760
S 1.059 0.312 1.893
Cl -5.425 1.201 -0.676
H -2.044 -2.361 0.165
H -4.448 -1.576 -0.835
H 1.261 -0.702 -2.434
H 2.888 -0.432 -2.309
H 2.214 -2.155 -1.907
H 1.227 1.847 -1.425
H 1.546 2.494 0.311
H 2.867 1.860 -0.767
H 1.880 -1.636 2.099
H 0.397 2.334 2.160
*
```



6.
Below is the molecule C7H10ClNO2S, with properties calculated with ωB97M-V/def2-TZVPD.

Computed properties:
Total energy (a.u.): -1336.2666
HOMO-LUMO gap (eV): 9.06
Highest occupied orbital energy (eV): -8.5
Structure (SMILES): CC(C)(C)C(=O)[C@@H]1N=C(Cl)SO1
F_max (eV/A): 3.30

The geometry in ORCA input format:
```
! wB97M-V def2-TZVPD RIJCOSX def2/J DEFGRID3
* xyz 0 1
C 1.183 1.149 1.596
C 0.809 0.214 0.451
C 1.269 0.732 -0.884
C 1.564 -1.235 0.584
C -0.587 -0.250 0.673
O -1.182 -0.247 1.692
C -1.175 -0.740 -0.649
N -1.694 0.427 -1.286
C -2.967 0.338 -1.427
Cl -3.867 1.592 -1.950
S -3.706 -1.136 -0.861
O -2.269 -1.741 -0.541
H 2.161 1.492 1.470
H 0.499 2.037 1.551
H 1.112 0.825 2.612
H 0.870 1.668 -1.160
H 1.018 -0.065 -1.650
H 2.336 0.763 -1.049
H 2.669 -0.980 0.599
H 1.123 -1.998 -0.008
H 1.283 -1.552 1.552
H -0.448 -1.292 -1.316
*
```



7.
Below is the molecule C7H10F6N2, with properties calculated with ωB97M-V/def2-TZVPD.

Computed properties:
Total energy (a.u.): -981.3126
HOMO-LUMO gap (eV): 11.79
Highest occupied orbital energy (eV): -11.2
Structure (SMILES): CC(C)[C@@]1(F)N[C@H](F)[C@H](F)N(F)C1(F)F
F_max (eV/A): 4.82

The geometry in ORCA input format:
```
! wB97M-V def2-TZVPD RIJCOSX def2/J DEFGRID3
* xyz 0 1
C -2.482 -0.699 0.121
C -1.550 0.525 -0.135
C -1.908 1.791 0.701
C -0.194 -0.031 0.318
F -0.042 -0.445 1.669
N 0.149 -1.159 -0.528
C 1.473 -1.669 -0.351
F 1.657 -2.111 0.961
C 2.543 -0.625 -0.698
F 3.757 -1.211 -0.379
N 2.388 0.496 0.157
F 3.264 1.562 -0.163
C 1.111 1.056 0.030
F 1.012 2.045 0.865
F 0.920 1.686 -1.181
H -3.457 -0.310 -0.021
H -2.361 -1.254 1.131
H -2.392 -1.496 -0.744
H -1.599 0.896 -1.101
H -1.474 1.867 1.604
H -3.022 1.671 0.877
H -1.578 2.668 0.193
H -0.365 -2.013 -0.474
H 1.424 -2.608 -1.037
H 2.726 -0.631 -1.816
*
```



8.
Below is the molecule C7H10FN, with properties calculated with ωB97M-V/def2-TZVPD.

Computed properties:
Total energy (a.u.): -427.2401
HOMO-LUMO gap (eV): 9.05
Highest occupied orbital energy (eV): -8.1
Structure (SMILES): C=C/C=C\N=C(/F)CC
F_max (eV/A): 5.10

The geometry in ORCA input format:
```
! wB97M-V def2-TZVPD RIJCOSX def2/J DEFGRID3
* xyz 0 1
C 2.323 1.109 -1.041
C 2.799 0.039 -0.389
C 2.283 -0.605 0.831
C 1.014 -0.773 1.249
N -0.108 -0.343 0.633
C -0.828 -0.637 -0.351
F -0.681 -1.828 -1.039
C -2.074 0.123 -0.672
C -3.019 0.325 0.516
H 2.838 1.508 -1.804
H 1.378 1.691 -0.748
H 3.703 -0.292 -0.628
H 3.177 -0.840 1.331
H 0.955 -1.215 2.206
H -1.610 1.008 -1.099
H -2.361 -0.417 -1.610
H -2.705 1.042 1.246
H -2.992 -0.538 1.027
H -4.091 0.643 0.341
*
```



9.
Below is C7H10FNOS as an isolated structure, with properties calculated with ωB97M-V/def2-TZVPD.

Computed properties:
Total energy (a.u.): -900.5725
HOMO-LUMO gap (alpha / beta) (eV): 6.45 / 6.43
Highest occupied orbital energy (alpha / beta) (eV): -8.4 / -8.4
F_max (eV/A): 4.26

The geometry in ORCA input format:
```
! wB97M-V def2-TZVPD RIJCOSX def2/J DEFGRID3
* xyz 0 1
C -0.804 -0.263 3.461
C -0.975 0.500 -2.682
C -0.174 -0.130 2.305
C -0.971 0.734 -1.351
C -0.735 0.347 1.039
C -0.233 0.059 -0.264
C 1.639 -0.902 -1.441
N 0.746 -0.903 -0.338
O 2.355 -2.454 0.558
F 1.071 -3.478 2.448
S 0.989 -2.207 0.866
H -0.182 -0.484 4.316
H -1.866 -0.075 3.533
H -1.687 1.051 -3.435
H -0.508 -0.353 -3.189
H 0.834 -0.531 2.315
H -1.682 1.458 -0.923
H -1.310 1.212 1.281
H 2.680 -1.000 -0.938
H 1.563 -1.718 -2.126
H 1.573 0.003 -2.064
*
```



10.
Below is C7H10INO2 as an isolated structure, with properties calculated with ωB97M-V/def2-TZVPD.

Computed properties:
Total energy (a.u.): -775.5438
HOMO-LUMO gap (eV): 7.26
Highest occupied orbital energy (eV): -6.9
F_max (eV/A): 4.06

The geometry in ORCA input format:
```
! wB97M-V def2-TZVPD RIJCOSX def2/J DEFGRID3
* xyz 0 1
C -1.248 2.384 0.131
C -2.054 1.528 0.908
C -0.083 1.692 -0.192
C -1.338 0.314 0.963
C 1.030 -2.092 0.741
C 0.788 -1.107 -1.676
C 1.141 -0.881 -0.223
N -0.145 0.437 0.289
O 1.027 2.094 -0.801
O -1.686 -0.814 1.647
I 2.973 0.144 0.013
H -1.517 3.510 0.109
H -2.908 1.783 1.447
H 1.604 -2.039 1.578
H 1.291 -2.912 0.074
H 0.018 -2.110 1.095
H 1.527 -1.692 -2.186
H 0.737 -0.112 -2.345
H -0.210 -1.653 -1.671
H 0.870 3.024 -0.875
H -1.816 -1.499 0.973
*
```